[1]
This record from the OMol25 dataset describes a cluster of 2 separate species, C3H2Cl2F2 in total at a distorted geometry. The level of theory is ωB97M-V/def2-TZVPD.

Output
Frontier orbital gap (alpha / beta) = 8.255 / 9.074 eV
Energy above the lowest of the compared OMol25 structures with the same formula, charge and spin = 444.3 kJ/mol
Total energy = -33617.855 eV
HOMO energy (alpha / beta) = -8.86 / -9.03 eV

Atoms and positions in Å:
Cl (-2.10020, 0.33492, 0.96180)
Cl (-1.14498, 2.44277, -0.97241)
F (-1.90977, 0.00738, -1.50252)
F (1.66563, -0.34566, -1.47857)
C (1.20164, -0.36503, -0.28603)
C (-1.35658, 0.68935, -0.54740)
C (1.24505, -0.90529, 0.87983)
H (2.05344, -1.36218, 1.47747)
H (0.34578, -0.49625, 1.46782)


[2]
This record from the OMol25 dataset describes a structure of composition C19H42BrClNbO8 at a distorted geometry. The level of theory is ωB97M-V/def2-TZVPD.

Output
Frontier orbital gap = 6.641 eV
Charge = -1
Total energy = -120868.897 eV
HOMO energy = -4.84 eV

Atoms and positions in Å:
Nb (1.12234, 0.93189, 0.24152)
Br (-2.34713, 3.66904, -2.32033)
Cl (0.65253, 2.33077, 2.27256)
O (-2.77346, -2.18537, 3.50418)
O (3.29362, -1.26852, 1.10038)
O (-1.64442, -4.70993, -0.69063)
O (-0.64995, -0.17257, 2.58756)
O (-1.25022, -1.84962, -1.72406)
O (5.31952, -0.59966, -0.23243)
O (1.44902, -0.16225, -1.47792)
O (1.54142, 6.11763, 1.09183)
C (-3.24626, -2.08066, 2.11459)
C (-2.26492, -1.65471, -2.79599)
C (4.37663, -1.46157, 0.14395)
C (2.66283, 3.89361, 0.25566)
C (2.95246, 0.12182, 1.36506)
C (2.48314, 2.56853, -0.68539)
C (-0.55660, 2.72897, -2.02232)
C (0.81702, 5.83919, 2.34898)
C (-0.77127, 1.79703, -0.70940)
C (-3.82171, -1.64030, -2.21535)
C (0.04688, -2.01888, -2.39309)
C (-0.28361, -0.65034, 1.21185)
C (-0.33659, -1.21682, 3.59362)
C (-1.34028, -2.51110, 3.56731)
C (1.35034, -1.59228, -1.43359)
C (-4.69821, -2.78195, 1.82792)
C (1.40429, 4.96781, 0.18443)
C (-0.25838, 1.93832, -3.42810)
C (4.50352, -2.98803, -0.53035)
H (-1.50905, -3.80002, -0.99513)
H (-2.20274, -2.57051, -3.55870)
H (-4.38885, -2.66468, -2.43215)
H (2.28710, -2.02718, -2.03742)
H (3.59237, 4.49519, -0.19350)
H (1.37265, -2.13782, -0.41051)
H (-0.97404, -3.26577, 2.73254)
H (4.20078, -3.00617, -1.66165)
H (1.40380, 5.41952, -0.91783)
H (-1.17265, -3.08124, 4.60266)
H (-3.32410, -0.92319, 1.85080)
H (-4.80588, -3.86657, 2.30777)
H (-1.34630, 2.37500, 0.13400)
H (3.55899, 2.05033, -0.73043)
H (-2.13070, -0.66590, -3.40524)
H (-0.47415, -0.71439, 4.66251)
H (-1.29682, -0.73980, 0.63347)
H (0.60288, 6.88442, 2.86456)
H (-0.21496, 5.30812, 2.20547)
H (0.20710, 3.60736, -1.92293)
H (1.48251, 5.15785, 3.04906)
H (-2.36495, -5.03880, -1.24872)
H (-4.75735, -2.95938, 0.65502)
H (-4.45254, -0.81608, -2.78819)
H (3.80844, 0.90689, 1.24182)
H (-3.88201, -1.35757, -1.07097)
H (0.26489, -1.67871, 1.39640)
H (2.64687, 0.17314, 2.51978)
H (5.66682, -3.23564, -0.49373)
H (-1.43006, 0.84849, -1.01317)
H (-1.18743, 1.26242, -3.75216)
H (3.97665, -3.81474, 0.12275)
H (2.99517, 3.64696, 1.37468)
H (2.21991, 2.80095, -1.80825)
H (-5.61831, -2.08046, 2.08846)
H (-0.20429, 2.78114, -4.27233)
H (0.79289, -1.59196, 3.53591)
H (0.39445, 4.39097, 0.31161)
H (0.06541, -1.21633, -3.27687)
H (0.18468, -3.06067, -2.90885)
H (0.76704, 1.37537, -3.47571)
H (-2.48679, -2.53060, 1.33272)


[3]
This record from the OMol25 dataset describes a cluster of 2 separate species, C7H10N2 in total at a distorted geometry. The level of theory is ωB97M-V/def2-TZVPD.

Output
Frontier orbital gap = 9.838 eV
Structure (SMILES) = C#CCC1=NN1.C=CC
Energy above the lowest of the compared OMol25 structures with the same formula, charge and spin = 708.1 kJ/mol
Total energy = -10394.272 eV
HOMO energy = -8.98 eV

Atoms and positions in Å:
N (-0.79430, -2.02458, -0.49965)
N (0.10471, -1.90255, 0.77329)
C (1.14041, 0.59522, -0.25022)
C (1.28893, 1.12471, 0.92459)
C (-2.31936, 1.61519, -0.82969)
C (-1.84114, -0.14552, 1.03623)
C (-2.20140, 0.77970, -0.01361)
C (2.26102, -0.36110, -0.84839)
C (-0.86169, -1.13963, 0.54567)
H (0.31898, 1.63998, 1.16833)
H (2.76546, 0.07568, -1.59702)
H (1.70151, -1.30355, -1.16481)
H (-1.56977, 0.19866, 2.06433)
H (0.32049, 0.61551, -0.89414)
H (2.20538, 1.15042, 1.49541)
H (-2.33241, 2.26823, -1.74616)
H (-0.36806, -1.61562, -1.32982)
H (-2.76195, -0.66583, 1.25330)
H (2.94320, -0.90493, -0.08765)